(1)
57
Properties=species:S:1:pos:R:3 method="wB97M-V/def2-TZVPD" lumo_ev=2.72 e_above_lowest_kj_mol=108.8 gap_ev=8.56 multiplicity=1 total_charge=-1
C 1.21096 -2.60183 0.28179
N 0.22064 -1.60220 -0.11083
C -1.07209 -1.66128 0.54053
C -2.18354 -2.16441 -0.39860
S -1.98282 -3.83705 -1.07186
C 2.64632 -2.03432 0.33673
N 3.11077 -1.79048 -1.01671
H 1.10665 -3.46649 -0.37143
H 0.87835 -3.03439 1.25339
H 0.30092 -1.44100 -1.10403
H -0.87556 -2.18806 1.50573
H -1.47779 -0.68459 0.91667
H -3.11834 -2.12740 0.17361
H -2.24074 -1.41698 -1.17187
H 2.59847 -1.07593 0.86058
H 3.33587 -2.62184 0.93677
H 4.09242 -1.98879 -1.15530
H 2.95042 -0.84600 -1.33473
H 1.29619 0.32690 3.02591
H 1.64605 0.87747 4.37240
O 1.98043 0.24689 3.72448
H -0.24906 0.24929 -5.28042
H -0.21169 1.51760 -4.51548
O 0.33157 1.01082 -5.13276
H 3.07457 1.75774 2.17972
H 2.05126 1.82793 1.17728
O 2.88105 2.31214 1.40656
H -1.41070 -3.43282 -2.20565
H -0.24785 -1.51178 -3.92799
O -1.19501 -1.34042 -4.04226
H -1.71702 3.13645 1.85378
H -3.10757 3.52711 2.31130
O -2.28877 3.15756 2.67027
H -1.47425 3.39152 -0.45616
H 0.39765 3.80567 1.05310
O -0.41814 3.32903 0.81826
H -0.23782 2.15862 1.13549
H 0.25979 0.26843 1.02751
O 0.42361 1.13679 1.43966
H 0.53832 2.58811 -0.56179
H 0.98771 1.28371 -1.23411
O 0.89508 2.22722 -1.40077
H -2.26786 4.00975 -1.68155
H -1.97949 0.44710 -1.86554
O -2.00668 3.18107 -1.27068
H -1.38047 1.60511 3.76872
H -0.38476 0.80134 2.93703
O -0.96527 0.73106 3.75155
H -1.93138 -0.88880 3.86951
H -1.97033 -2.37723 4.54673
O -1.79874 -1.84698 3.76193
H 1.83858 -2.28864 -2.35997
H 1.77693 -1.06738 -3.25980
O 1.20910 -1.70625 -2.81053
H -1.40896 -0.48854 -3.62825
H -1.14622 1.73541 -1.89828
O -1.29075 0.88400 -2.36966



(2)
22
Properties=species:S:1:pos:R:3 method="wB97M-V/def2-TZVPD" lumo_ev=-2.77 e_above_lowest_kj_mol=252.1 gap_ev=11.02 multiplicity=1 total_charge=+1
C -1.35708 -1.75280 -0.90382
C -0.96140 1.55925 0.36614
C 0.82045 0.53302 -0.84634
C 1.27622 2.12266 0.93612
C -0.37002 -1.97570 0.29680
N 0.82503 -1.25903 -0.06651
N 0.44990 1.40516 0.01423
H -1.73091 -0.76228 -0.96539
H -0.96650 -2.09235 -1.82844
H -2.19982 -2.40444 -0.68990
H -1.28984 2.46465 0.00155
H -1.51051 0.69477 0.02361
H -1.11322 1.47443 1.38687
H 1.92775 0.67792 -1.09369
H 1.19587 -1.78897 -0.77082
H 0.09773 0.35077 -1.61885
H 2.12517 1.67980 1.21521
H 1.59653 3.08975 0.55300
H 0.75591 2.24640 1.84706
H -0.97781 -1.84670 1.17977
H -0.10191 -3.02401 0.26453
H 1.50847 -1.39228 0.69887



(3)
13
Properties=species:S:1:pos:R:3 method="wB97M-V/def2-TZVPD" lumo_ev="-1.96 / -3.21" e_above_lowest_kj_mol=760.8 gap_ev="5.76 / 3.06" multiplicity=1
C -0.20157 0.24006 -2.11919
C 0.50079 -0.56053 1.41468
C -0.87215 -0.18986 0.45545
C -0.36117 1.23467 -1.19643
N -0.27580 -0.44830 -3.03754
N 1.51334 -0.95584 0.61166
O -0.87318 1.14248 0.01012
H 0.75741 0.30556 2.13255
H 0.19592 -1.57335 1.81850
H -0.76699 -0.81447 -0.37720
H -1.69268 -0.39812 1.11627
H -0.16169 2.31145 -1.38528
H 2.23779 -0.29374 0.55641



(4)
47
Properties=species:S:1:pos:R:3 method="wB97M-V/def2-TZVPD" lumo_ev=0.28 e_above_lowest_kj_mol=190.8 gap_ev=8.46 multiplicity=1
O 0.99498 0.21155 2.70740
C -0.00249 0.16847 2.01172
N -0.11722 0.81891 0.82688
H -0.94674 0.67839 0.27239
C 0.97464 1.56821 0.25907
H 1.72145 1.65632 1.05054
H 0.61940 2.56308 -0.02701
C 1.57055 0.83356 -0.96377
N 2.75913 1.36535 -1.57135
C 2.66543 2.63784 -2.25924
C 3.04161 3.83790 -1.37785
O 4.31812 3.66289 -0.80522
C 4.36007 2.49263 -0.01546
C 4.01018 1.24924 -0.84543
H 3.97460 0.37132 -0.20039
H 4.80074 1.10762 -1.59276
H 5.38184 2.42063 0.36101
H 3.67309 2.59747 0.83735
H 3.10194 4.74740 -1.97870
H 2.29633 3.98337 -0.58071
H 1.65746 2.76336 -2.65686
H 3.37192 2.60324 -3.09772
H 0.80080 0.78914 -1.74303
H 1.79600 -0.19150 -0.65337
C -1.20704 -0.57609 2.40298
C -1.47355 -1.26905 3.55533
C -2.77673 -1.78571 3.41564
C -3.22603 -1.37627 2.18775
C -4.47094 -1.65529 1.46625
H -5.29999 -1.83617 2.14649
H -4.72333 -0.86790 0.75888
S -4.37122 -3.23182 0.40990
O -5.47572 -3.08153 -0.53059
C -2.88899 -2.68062 -0.49526
C -3.02619 -1.90674 -1.63173
C -1.90236 -1.50119 -2.33037
C -0.64417 -1.87940 -1.88837
C -0.50014 -2.66132 -0.75369
C -1.63067 -3.06838 -0.06314
Cl -1.48839 -4.06794 1.33879
H 0.47661 -2.96196 -0.40948
H 0.23514 -1.57533 -2.43508
H -2.00746 -0.89907 -3.21982
H -4.02339 -1.64990 -1.95819
O -2.27696 -0.63936 1.56842
H -3.31502 -2.38207 4.12310
H -0.80731 -1.38325 4.38469



(5)
73
Properties=species:S:1:pos:R:3 method="wB97M-V/def2-TZVPD" lumo_ev=-4.22 gap_ev=6.96 multiplicity=1 total_charge=+1
C -2.57301 -5.04005 1.66425
C -3.48357 -4.60126 0.42610
C -2.83450 -3.42631 -0.39053
C -3.65911 -3.19478 -1.71814
C -3.61627 -1.69654 -2.25213
C -2.58932 -1.50507 -3.44367
C -1.18782 -2.19200 -3.20493
C -0.06847 -1.19284 -3.76079
C 0.25913 -0.15483 -2.59479
C 0.39929 1.26947 -3.28021
C 0.65476 2.36192 -2.21013
C -0.35991 2.47745 -1.14610
C -0.15480 3.49347 -0.11767
B -1.19724 3.68584 1.09553
O -2.04367 4.82493 1.10204
O -1.32156 2.76354 2.14842
C -2.41201 1.84258 1.86127
C 1.00111 4.34236 -0.22526
N 1.93903 4.25580 -1.23581
C 3.03040 5.24794 -1.17354
C 3.92457 5.11927 0.12723
O 3.38318 5.87703 1.20841
C 4.29348 3.63650 0.50581
N 4.82179 3.58543 1.89921
C 1.78759 3.27882 -2.19076
I 3.26737 3.05210 -3.75431
H -1.91754 -4.17874 1.93158
H -1.96017 -5.94497 1.42024
H -3.19384 -5.23807 2.58193
H -4.46317 -4.27674 0.87274
H -3.65459 -5.49825 -0.22406
H -2.87490 -2.47567 0.19966
H -1.75956 -3.61015 -0.64869
H -3.31887 -3.87319 -2.54131
H -4.72798 -3.45843 -1.48926
H -3.49907 -0.94167 -1.43383
H -4.63523 -1.50967 -2.69891
H -2.39324 -0.40128 -3.54069
H -3.11315 -1.86607 -4.36743
H -1.09936 -3.21030 -3.65927
H -0.99479 -2.24875 -2.09932
H 0.83538 -1.81161 -4.00722
H -0.40961 -0.67859 -4.69476
H -0.56135 -0.17604 -1.82988
H 1.23745 -0.48990 -2.16370
H 1.15663 1.21797 -4.09388
H -0.58264 1.49962 -3.78390
H -1.24248 1.80532 -1.12826
H -2.80557 4.56039 0.54531
H -2.52570 1.11303 2.69444
H -3.38849 2.36905 1.71279
H -2.14616 1.28817 0.91880
H 1.13306 5.13713 0.54756
H 2.53285 6.25372 -1.07308
H 3.66671 5.31438 -2.08042
H 4.89431 5.63216 -0.14263
H 4.08514 6.09978 1.84156
H 3.43813 2.92928 0.35961
H 5.09461 3.31127 -0.21369
H 5.69445 3.05561 1.83677
H 4.13541 3.04938 2.43286
C 2.33515 -3.71376 2.79862
C 0.92890 -3.94202 3.29296
O 0.08933 -4.52210 2.62018
N 0.61021 -3.47788 4.53138
C 1.46034 -2.77275 5.47069
H 2.43864 -4.13727 1.80187
H 2.54645 -2.64392 2.74472
H 3.05108 -4.20515 3.45970
H -0.34517 -3.66580 4.79668
H 1.51280 -3.35124 6.39465
H 1.01113 -1.80103 5.68535
H 2.46403 -2.62602 5.08209



(6)
13
Properties=species:S:1:pos:R:3 method="wB97M-V/def2-TZVPD" lumo_ev="-4.46 / -5.00" e_above_lowest_kj_mol=771.1 gap_ev="9.11 / 6.94" multiplicity=1 total_charge=+1
C -0.30979 1.11633 0.42977
C -2.42401 -0.34690 -0.72077
C 0.56640 -1.27659 0.03399
C 0.69879 1.23179 -0.58105
N 0.82445 0.15699 0.43114
Cl -3.73098 -0.41010 0.02135
H -0.20930 -1.26740 -0.79206
H 1.42059 -1.98307 -0.30316
H 0.19690 -1.75582 0.91275
H 0.61859 0.73178 -1.51940
H -0.59202 1.51053 1.40883
H 1.42984 2.05737 -0.50186
H 1.51054 0.23508 1.18046



Number 1: molar mass 353.41 g/mol. Number 2: molar mass 103.19 g/mol. Number 3: molar mass 98.10 g/mol. Number 4: molar mass 396.90 g/mol. Number 5: molar mass 550.31 g/mol. Number 6: molar mass 104.56 g/mol.